<A>
ORCA calculation (the ωB97M-V functional and the def2-TZVPD basis) on a 2-piece molecular cluster, C3H12N3O overall.

Results
- HOMO energy (eV) = -14.4
- net charge = +1
- Kohn-Sham gap (Ha) = 0.4258
- spin multiplicity = 1

Bonds (Å) are listed after each position.
Positions of all 19 atoms, in Å:
1 O 1.1215 0.3720 -2.1367  C7 1.444, H17 0.963
2 N -0.4859 0.6009 0.4554  C5 1.457, C6 1.324, H9 1.017
3 N -1.7544 -1.0402 1.5278  C6 1.331, H11 1.002, H18 0.987
4 N -0.4964 -1.5260 -0.3258  C6 1.326, H8 0.995, H13 1.011
5 C -0.8027 1.6662 1.3974  N2 1.457, H10 1.079, H12 1.081, H14 1.088
6 C -0.9343 -0.6406 0.5588  N2 1.324, N3 1.331, N4 1.326
7 C 2.3033 -0.0365 -1.4144  O1 1.444, H15 1.078, H16 1.087, H19 1.089
8 H -0.3188 -1.2681 -1.2698  N4 0.995
9 H -0.0465 0.7856 -0.4434  N2 1.017
10 H 0.0717 2.2882 1.5060  C5 1.079
11 H -2.2743 -0.4290 2.1282  N3 1.002
12 H -0.9954 1.2300 2.3673  C5 1.081
13 H -0.9206 -2.4425 -0.3675  N4 1.011
14 H -1.6714 2.2507 1.1008  C5 1.088
15 H 3.1360 0.0565 -2.0922  C7 1.078
16 H 2.1122 -1.0103 -0.9716  C7 1.087
17 H 1.3358 0.4933 -3.0673  O1 0.963
18 H -1.8847 -2.0107 1.6483  N3 0.987
19 H 2.5049 0.6603 -0.6016  C7 1.089

Löwdin analysis output, partial charges in e: atom 1 (O): -0.157, atom 2 (N): 0.065, atom 3 (N): 0.227, atom 4 (N): 0.202, atom 5 (C): -0.017, atom 6 (C): -0.434, atom 7 (C): -0.113, atom 8 (H): 0.104, atom 9 (H): 0.123, atom 10 (H): 0.097, atom 11 (H): 0.126, atom 12 (H): 0.084, atom 13 (H): 0.136, atom 14 (H): 0.102, atom 15 (H): 0.088, atom 16 (H): 0.072, atom 17 (H): 0.095, atom 18 (H): 0.120, atom 19 (H): 0.079

---

<B>
ORCA calculation (the ωB97M-V functional and the def2-TZVPD basis) on a 2-piece molecular cluster, C3H12N3O overall.

Results
- HOMO energy (eV) = -14.2
- net charge = +1
- Kohn-Sham gap (Ha) = 0.4198
- spin multiplicity = 1

Bonds (Å) are listed after each position.
Positions of all 19 atoms, in Å:
1 O 2.3215 -0.7549 0.5732  C7 1.439, H11 0.965
2 N -0.8250 0.6766 1.3326  C6 1.340, H15 1.001, H19 1.005
3 N 0.0143 0.2501 -0.7596  C6 1.319, H8 1.007, H9 1.009
4 N -2.2661 0.1675 -0.3845  C5 1.450, C6 1.328, H12 1.000
5 C -2.6203 -0.0424 -1.7749  N4 1.450, H13 1.089, H17 1.051, H18 1.092
6 C -1.0246 0.3644 0.0452  N2 1.340, N3 1.319, N4 1.328
7 C 3.6271 -0.3769 1.0465  O1 1.439, H10 1.081, H14 1.086, H16 1.089
8 H -0.2123 0.2877 -1.7405  N3 1.007
9 H 0.9764 0.4027 -0.4963  N3 1.009
10 H 4.0634 -1.1915 1.6077  C7 1.081
11 H 2.4170 -1.4547 -0.0843  O1 0.965
12 H -2.9661 0.0789 0.3246  N4 1.000
13 H -3.6961 -0.1810 -1.8742  C5 1.089
14 H 4.2873 -0.0588 0.2456  C7 1.086
15 H -1.5353 0.4965 2.0150  N2 1.001
16 H 3.4482 0.3837 1.8054  C7 1.089
17 H -2.4113 0.8315 -2.3205  C5 1.051
18 H -2.1715 -0.9289 -2.2270  C5 1.092
19 H 0.1085 0.7799 1.6895  N2 1.005

Löwdin analysis output, partial charges in e: atom 1 (O): -0.163, atom 2 (N): 0.215, atom 3 (N): 0.226, atom 4 (N): 0.047, atom 5 (C): -0.039, atom 6 (C): -0.435, atom 7 (C): -0.111, atom 8 (H): 0.120, atom 9 (H): 0.106, atom 10 (H): 0.080, atom 11 (H): 0.088, atom 12 (H): 0.155, atom 13 (H): 0.106, atom 14 (H): 0.086, atom 15 (H): 0.127, atom 16 (H): 0.083, atom 17 (H): 0.081, atom 18 (H): 0.104, atom 19 (H): 0.124

---

Energy above the most stable structure, in kJ/mol: <A> 7.4; <B> 0.0

---

<A>
ORCA calculation (the ωB97M-V functional and the def2-TZVPD basis) on a 2-piece molecular cluster, C3H12N3O overall.

Results
- HOMO energy (eV) = -14.5
- net charge = +1
- Kohn-Sham gap (Ha) = 0.4300
- spin multiplicity = 1

Bonds (Å) are listed after each position.
Positions of all 19 atoms, in Å:
1 O 0.2592 -1.3422 1.6391  C6 1.447, H13 0.964
2 N -1.3833 0.8768 -2.2357  C5 1.325, H14 1.009, H19 1.010
3 N -1.3342 -0.9230 -0.8019  C5 1.366, H8 1.013, H17 1.022
4 N -0.2024 1.0311 -0.2525  C5 1.320, C7 1.473, H16 1.018
5 C -1.0095 0.3776 -1.0671  N2 1.325, N3 1.366, N4 1.320
6 C 1.4744 -1.7971 2.2791  O1 1.447, H9 1.090, H15 1.089, H18 1.085
7 C 0.6388 2.1365 -0.7413  N4 1.473, H10 1.088, H11 1.079, H12 1.083
8 H -2.2582 -1.2051 -0.4962  N3 1.013
9 H 2.1016 -2.3416 1.5728  C6 1.090
10 H 1.3922 1.7646 -1.4321  C7 1.088
11 H 0.0188 2.9036 -1.1790  C7 1.079
12 H 1.1452 2.5575 0.1187  C7 1.083
13 H -0.4250 -1.9051 2.0182  O1 0.964
14 H -1.2745 1.8394 -2.5166  N2 1.009
15 H 2.0742 -0.9237 2.5294  C6 1.089
16 H 0.1999 0.4032 0.4404  N4 1.018
17 H -0.6182 -1.3541 -0.2136  N3 1.022
18 H 1.2586 -2.4539 3.1149  C6 1.085
19 H -2.0575 0.3553 -2.7766  N2 1.010

Löwdin analysis output, partial charges in e: atom 1 (O): -0.164, atom 2 (N): 0.230, atom 3 (N): 0.173, atom 4 (N): 0.065, atom 5 (C): -0.439, atom 6 (C): -0.094, atom 7 (C): -0.015, atom 8 (H): 0.132, atom 9 (H): 0.083, atom 10 (H): 0.105, atom 11 (H): 0.085, atom 12 (H): 0.098, atom 13 (H): 0.091, atom 14 (H): 0.126, atom 15 (H): 0.085, atom 16 (H): 0.124, atom 17 (H): 0.085, atom 18 (H): 0.091, atom 19 (H): 0.140

---

<B>
ORCA calculation (the ωB97M-V functional and the def2-TZVPD basis) on a 2-piece molecular cluster, C3H12N3O overall.

Results
- HOMO energy (eV) = -14.2
- net charge = +1
- Kohn-Sham gap (Ha) = 0.4209
- spin multiplicity = 1

Bonds (Å) are listed after each position.
Positions of all 19 atoms, in Å:
1 O 1.1778 0.2244 0.9652  C6 1.233
2 N 0.8179 2.4488 0.7506  C6 1.358, H11 1.005, H17 1.004
3 N 0.0737 -1.4370 -0.8018  C5 1.484, C7 1.488, H8 1.051, H12 1.023
4 N -0.0525 1.2881 2.5443  C6 1.359, H10 1.006, H15 1.005
5 C 0.3487 -0.8800 -2.1492  N3 1.484, H13 1.082, H16 1.083, H19 1.085
6 C 0.6657 1.2616 1.3914  O1 1.233, N2 1.358, N4 1.359
7 C -1.3609 -1.4051 -0.4089  N3 1.488, H9 1.080, H14 1.088, H18 1.084
8 H 0.6210 -0.9132 -0.0733  N3 1.051
9 H -1.6849 -0.3745 -0.4186  C7 1.080
10 H -0.7051 2.0384 2.6977  N4 1.006
11 H 0.6265 3.2983 1.2516  N2 1.005
12 H 0.4068 -2.4044 -0.7754  N3 1.023
13 H 1.4119 -0.9221 -2.3445  C5 1.082
14 H -1.4625 -1.8359 0.5844  C7 1.088
15 H -0.2916 0.4004 2.9507  N4 1.005
16 H 0.0182 0.1506 -2.1816  C5 1.083
17 H 1.5290 2.4773 0.0429  N2 1.004
18 H -1.9399 -1.9691 -1.1306  C7 1.084
19 H -0.1996 -1.4468 -2.8949  C5 1.085

Löwdin analysis output, partial charges in e: atom 1 (O): -0.007, atom 2 (N): 0.178, atom 3 (N): -0.065, atom 4 (N): 0.180, atom 5 (C): -0.003, atom 6 (C): -0.633, atom 7 (C): -0.002, atom 8 (H): 0.093, atom 9 (H): 0.101, atom 10 (H): 0.113, atom 11 (H): 0.112, atom 12 (H): 0.180, atom 13 (H): 0.106, atom 14 (H): 0.107, atom 15 (H): 0.115, atom 16 (H): 0.102, atom 17 (H): 0.116, atom 18 (H): 0.103, atom 19 (H): 0.104

---

Energy above the most stable structure, in kJ/mol: <A> 103.9; <B> 0.0